No. 1
# C5H13N2

A gas-phase ion, C5H13N2 (charge +1) at a distorted geometry (ωB97M-V with the def2-TZVPD basis set, the Open Molecules 2025 dataset).

Positions of all 20 atoms, in Å:
1 C 1.63519 -0.51536 0.51848
2 C 0.46267 -1.26695 -0.10810
3 C -0.32552 -0.32787 -0.95361
4 C 0.15099 0.20743 -2.08891
5 C -2.14538 0.28946 0.84996
6 N -1.08918 0.65976 -0.10780
7 N 1.30322 0.71747 1.26640
8 H 2.18261 -1.14583 1.21849
9 H 2.34703 -0.21133 -0.25143
10 H -0.04250 -1.82360 0.68080
11 H 0.91367 -1.97301 -0.81066
12 H -0.13977 1.17379 -2.47383
13 H 0.86592 -0.41597 -2.61194
14 H -2.61306 1.19060 1.22105
15 H -2.76805 -0.48141 0.40490
16 H -1.66445 -0.18262 1.71255
17 H -1.43546 1.45026 -0.65872
18 H 2.10369 1.32209 1.34366
19 H 1.02431 0.54767 2.21864
20 H -0.26743 1.16662 0.30230

Cartesian forces (eV/Å) of the 2 atoms listed first:
C 1.119 0.581 0.965
C 0.470 -0.556 -0.282

Properties
Net charge: +1
HOMO energy: -13.830 eV
Spin multiplicity: 1
Energy above the lowest of the compared OMol25 structures with the same formula, charge and spin: 221.4 kJ/mol
SMILES: C=C(CCN)[NH2+]C
Kohn-Sham gap: 0.3911 Eh

natural (NBO) population analysis, charges in e, atoms 1 to 6: -0.21 -0.49 0.16 -0.35 -0.42 -0.58


No. 2
# C5H13N2

A gas-phase ion, C5H13N2 (charge +1) at a distorted geometry (ωB97M-V with the def2-TZVPD basis set, the Open Molecules 2025 dataset).

Positions of all 20 atoms, in Å:
1 C -1.89864 0.51396 -1.46909
2 C -0.56270 0.05895 -0.89419
3 C -0.57773 -0.19823 0.60269
4 C 0.75567 -0.70376 1.09164
5 C 1.72975 0.17023 1.36222
6 N 0.84554 -2.07037 1.34700
7 N 0.52811 1.04265 -1.19228
8 H -2.30910 1.30365 -0.84134
9 H -1.76549 0.94460 -2.46039
10 H -2.57188 -0.33396 -1.41212
11 H -0.25970 -0.81763 -1.47526
12 H -1.33229 -0.93318 0.89412
13 H -0.88661 0.70825 1.12927
14 H 1.58379 1.20747 1.65661
15 H 2.68403 -0.17157 1.75261
16 H -0.01442 -2.43754 1.73641
17 H 1.61702 -2.22901 1.98462
18 H 0.72888 1.12715 -2.18882
19 H 1.42006 0.82091 -0.71171
20 H 0.28572 1.99743 -0.91199

Cartesian forces (eV/Å) of the 2 atoms listed first:
C 0.632 0.656 0.772
C -0.234 -0.691 -0.676

Properties
Net charge: +1
HOMO energy: -12.514 eV
Spin multiplicity: 1
Energy above the lowest of the compared OMol25 structures with the same formula, charge and spin: 150.9 kJ/mol
SMILES: C=C(N)C[C@@H](C)[NH3+]
Kohn-Sham gap: 0.3414 Eh

natural (NBO) population analysis, charges in e, atoms 1 to 6: -0.62 -0.03 -0.48 0.23 -0.60 -0.79


No. 3
# C5H13N2

2 unconnected molecules or ions with the total composition C5H13N2 at a distorted geometry (ωB97M-V with the def2-TZVPD basis set, the Open Molecules 2025 dataset).

Positions of all 20 atoms, in Å:
1 C -1.19308 -1.69375 2.77678
2 C -1.03781 -0.39521 2.57191
3 N -0.02236 0.16868 1.70324
4 H -0.66129 -2.46322 2.22753
5 H -1.86979 -2.01938 3.55336
6 H -1.69405 0.30902 3.06814
7 H 0.64529 -0.59362 1.60009
8 H 0.47221 0.94990 2.12495
9 C 2.04530 0.54001 -2.68237
10 C 1.10882 0.35538 -1.52619
11 C -0.17840 0.63585 -1.66302
12 N -1.20240 0.37759 -0.64768
13 H 1.56017 0.95055 -3.56413
14 H 2.87472 1.20153 -2.42157
15 H 2.51407 -0.40936 -2.94778
16 H 1.49985 0.03692 -0.57054
17 H -0.55227 1.13154 -2.55003
18 H -0.72229 0.31289 0.47355
19 H -1.91557 1.10445 -0.67179
20 H -1.67111 -0.49980 -0.85445

Cartesian forces (eV/Å) of the 2 atoms listed first:
C 0.001 0.165 -0.086
C -0.050 0.022 0.631

Properties
Net charge: +1
HOMO energy: -13.621 eV
Spin multiplicity: 1
Energy above the lowest of the compared OMol25 structures with the same formula, charge and spin: 225.3 kJ/mol
Kohn-Sham gap: 0.3940 Eh

natural (NBO) population analysis, charges in e, atoms 1 to 6: -0.40 -0.06 -0.82 0.21 0.24 0.22


No. 4
# C5H13N2

A gas-phase ion, C5H13N2 (charge +1) at a distorted geometry (ωB97M-V with the def2-TZVPD basis set, the Open Molecules 2025 dataset).

Positions of all 20 atoms, in Å:
1 C -0.25377 -1.03949 1.06233
2 C 0.64160 -1.02982 -0.14567
3 C -0.02612 -0.22457 -1.30421
4 N 0.24953 3.49699 -0.60869
5 C 0.55846 2.14726 -0.71931
6 C -0.35259 1.16674 -0.82220
7 N -0.47215 -2.50113 1.54650
8 H -1.21590 -0.53907 1.00152
9 H -0.08990 -0.48767 2.01889
10 H 1.64583 -0.71509 0.16612
11 H 0.80061 -2.04929 -0.51822
12 H -0.96900 -0.74573 -1.47951
13 H 0.55088 -0.14143 -2.23435
14 H -0.64929 3.89787 -0.47354
15 H 0.98533 4.01771 -1.04388
16 H 1.61024 1.92842 -0.85531
17 H -1.41381 1.26632 -0.65791
18 H -1.07085 -2.45452 2.37147
19 H -0.98200 -3.13131 0.92610
20 H 0.45290 -2.86218 1.76988

Cartesian forces (eV/Å) of the 2 atoms listed first:
C -1.307 -0.045 1.756
C 0.692 -0.034 -0.792

Properties
Net charge: +1
HOMO energy: -10.913 eV
Spin multiplicity: 1
Energy above the lowest of the compared OMol25 structures with the same formula, charge and spin: 259.7 kJ/mol
SMILES: N/C=C/CCC[NH3+]
Kohn-Sham gap: 0.2668 Eh

natural (NBO) population analysis, charges in e, atoms 1 to 6: -0.23 -0.44 -0.40 -0.81 0.05 -0.37


No. 5
# C5H13N2

2 unconnected molecules or ions with the total composition C5H13N2 at a distorted geometry (ωB97M-V with the def2-TZVPD basis set, the Open Molecules 2025 dataset).

Positions of all 20 atoms, in Å:
1 C -1.49173 -1.27237 -0.69510
2 C -1.01927 -1.07972 0.76530
3 C -0.92172 -0.00660 -0.27199
4 C 1.01195 1.69497 0.16944
5 C -0.12007 1.19261 -0.67831
6 N 1.64197 -1.35874 0.14666
7 N -1.52828 1.33978 -0.14120
8 H -0.85647 -1.82622 -1.26768
9 H -2.52612 -1.35092 -0.76889
10 H -1.73349 -1.05191 1.52565
11 H -0.08177 -1.55297 1.01716
12 H 0.76521 1.28717 1.12190
13 H 1.04352 2.75620 0.20465
14 H 1.96158 1.16009 -0.02332
15 H -0.25384 1.45079 -1.66639
16 H 2.38750 -1.31801 -0.56555
17 H 1.55857 -2.35768 0.47658
18 H -1.69352 1.38393 0.82793
19 H 1.87767 -1.00660 1.10294
20 H -2.19847 1.88272 -0.58429

Cartesian forces (eV/Å) of the 2 atoms listed first:
C 0.268 1.162 2.209
C 1.135 0.168 -1.594

Properties
Net charge: +1
HOMO energy: -14.060 eV
Spin multiplicity: 1
Energy above the lowest of the compared OMol25 structures with the same formula, charge and spin: 413.8 kJ/mol
Kohn-Sham gap: 0.4116 Eh

natural (NBO) population analysis, charges in e, atoms 1 to 6: -0.39 -0.41 0.13 -0.63 0.03 -1.13


No. 6
# C5H13N2

A gas-phase ion, C5H13N2 (charge +1) at a distorted geometry (ωB97M-V with the def2-TZVPD basis set, the Open Molecules 2025 dataset).

Positions of all 20 atoms, in Å:
1 C 0.61046 -0.69989 1.59858
2 C 0.89269 -0.96512 0.12136
3 C -0.25391 -0.72376 -0.81135
4 C -0.94817 -1.72738 -1.35409
5 C 0.22147 1.79914 -1.28393
6 N -0.63153 0.63644 -0.94606
7 N -0.22900 0.53138 1.77535
8 H 1.50757 -0.58583 2.20457
9 H 0.08167 -1.51119 2.10011
10 H 1.67548 -0.24566 -0.18162
11 H 1.38155 -1.91976 -0.04139
12 H -1.75037 -1.45833 -2.01692
13 H -0.64320 -2.73380 -1.11884
14 H -0.47026 2.63766 -1.28949
15 H 0.62158 1.72136 -2.29389
16 H 1.02397 1.93151 -0.56392
17 H -1.60189 0.78586 -1.13017
18 H -1.10450 0.37211 2.25923
19 H 0.20794 1.31952 2.23691
20 H -0.59155 0.83574 0.73556

Cartesian forces (eV/Å) of the 2 atoms listed first:
C -0.096 -0.547 0.730
C 1.211 1.285 -0.323

Properties
Net charge: +1
HOMO energy: -12.693 eV
Spin multiplicity: 1
Energy above the lowest of the compared OMol25 structures with the same formula, charge and spin: 192.1 kJ/mol
SMILES: C=C(CC[NH3+])NC
Kohn-Sham gap: 0.3476 Eh

natural (NBO) population analysis, charges in e, atoms 1 to 6: -0.22 -0.48 0.14 -0.40 -0.42 -0.67